(1)
# C19H47GaO10P

A molecular structure, C19H47GaO10P (ωB97M-V/def2-TZVPD, the OMol25 dataset).

```
78
Properties=species:S:1:pos:R:3:forces:R:3
Ga -3.5678 0.8415 0.2370 0.182 -0.137 -0.066
P -5.9135 0.7779 -0.2870 0.492 -0.066 -0.643
O 3.1720 -5.4902 1.7317 0.314 -0.236 0.082
O -4.6331 -1.3375 2.8038 -0.265 -0.689 -0.055
O 3.0492 -1.4314 -0.4196 0.048 0.265 -0.009
O -1.5622 2.8591 -3.9492 0.041 0.084 -0.126
O -6.1618 0.9423 -1.7695 -0.114 0.136 -0.130
O -5.6372 0.6395 3.0197 -0.199 0.585 -0.398
O 1.7982 3.5649 0.7282 0.619 -0.765 -0.087
O 3.7675 6.1274 -1.5514 -0.058 0.130 -0.026
O 0.1246 4.7773 -0.0771 -0.671 0.159 0.113
O 2.8373 -6.3711 -1.4732 0.208 -0.089 0.154
C -0.3275 -3.4619 0.3338 -0.331 0.394 0.297
C 2.6216 6.9556 -1.7206 0.092 -0.306 0.090
C -0.7086 3.6982 -0.5787 -0.111 -0.184 -0.048
C 0.9686 4.4100 0.8925 0.320 0.071 -0.028
C 4.4282 -1.1968 -0.3247 -0.328 -0.264 0.148
C -2.9883 2.6859 -0.3573 0.094 -0.392 0.632
C 0.6901 -3.5357 1.4639 -0.436 0.350 0.020
C 4.2044 -5.9692 -1.4817 -0.180 0.075 -0.150
C -3.3796 0.5918 2.2856 0.186 0.340 0.287
C 0.8290 5.1330 2.1874 -0.140 0.346 -0.256
C -1.8170 3.3561 0.3828 -0.229 0.224 -0.273
C -1.3969 -1.1873 -0.4551 -0.332 -0.475 -0.187
C -1.6182 4.1162 -4.6035 -0.090 -0.125 0.070
C 2.6480 -2.6595 0.1505 -0.004 -0.040 -0.014
C -2.8204 -0.7317 -0.7906 -0.156 0.775 0.559
C -4.5474 -0.1367 2.7298 0.158 -0.167 0.005
C -1.4212 -2.3814 0.4982 0.423 -0.204 0.080
C 3.7127 -6.4455 2.6330 -0.091 0.058 -0.184
C 1.7804 -2.4903 1.3834 0.149 -0.111 -0.132
H 2.4031 -5.9915 -2.2409 -0.093 0.072 0.031
H 3.8041 -5.9574 3.5998 0.008 0.011 0.033
H 2.1343 7.1474 -0.7612 -0.084 0.068 -0.048
H -6.3989 0.1443 2.6974 -0.209 -0.219 0.379
H 3.4696 5.2922 -1.1770 0.001 -0.047 0.014
H -3.5110 -1.5456 -0.6167 -0.215 -0.370 -0.035
H -6.6961 1.6978 0.4693 -0.168 -0.190 0.203
H 1.1119 -4.5215 1.5394 0.280 -0.404 -0.078
H 1.3425 -1.5028 1.4070 -0.149 0.414 -0.217
H 4.9839 -1.8319 -1.0132 0.223 -0.083 -0.223
H 1.9025 6.4922 -2.4001 -0.077 0.070 0.020
H -1.4251 -2.0401 1.5265 -0.076 0.131 0.360
H 3.5119 -3.2492 0.4390 0.338 -0.182 -0.069
H 0.1570 -3.3146 -0.6210 0.179 -0.075 -0.387
H -3.3131 1.5663 2.7528 -0.095 0.335 0.008
H -2.3655 -2.8826 0.3562 -0.425 -0.113 0.001
H -1.4337 2.7684 1.2108 0.131 -0.197 0.258
H -0.8294 -4.4198 0.2943 -0.098 -0.361 -0.143
H 4.7312 -6.3394 -2.3652 0.011 -0.011 0.023
H -6.4551 -0.4723 0.1410 -0.236 0.139 0.400
H 4.7038 -6.7865 2.3174 0.024 -0.011 0.035
H 0.1386 -3.3738 2.3827 -0.125 -0.056 0.405
H 3.0570 -7.3145 2.7393 0.015 -0.006 0.032
H 0.2237 4.5211 2.8375 -0.214 -0.288 0.283
H 1.8056 5.2566 2.6170 0.354 0.079 0.315
H -0.7749 -0.3903 -0.0595 0.179 0.243 0.107
H 3.0843 -5.9052 0.8661 -0.202 0.050 -0.046
H -3.8444 3.3317 -0.2302 -0.440 0.184 -0.135
H -2.4317 4.7368 -4.2155 0.017 0.026 -0.016
H -0.1257 2.8148 -0.7990 0.447 -0.068 -0.194
H -0.9226 -1.5154 -1.3730 0.321 -0.080 -0.325
H 2.4371 -2.5639 2.2396 0.058 0.030 0.482
H 2.1269 -3.2158 -0.6180 -0.208 -0.179 -0.244
H -2.9262 -0.4753 -1.8349 0.053 0.146 -0.439
H 4.5931 -0.1611 -0.5471 0.175 0.530 -0.258
H 0.3224 6.0757 2.0625 -0.107 0.363 -0.030
H -0.6737 4.6199 -4.4098 0.028 0.012 0.005
H 4.6643 -6.3990 -0.5949 0.083 -0.003 0.004
H -1.7399 4.0062 -5.6857 0.012 0.035 -0.002
H -2.1612 4.3012 0.7851 -0.088 0.278 0.338
H -2.5179 0.0048 2.5637 0.434 -0.156 -0.204
H 2.9536 7.8994 -2.1466 0.065 0.010 0.000
H -2.7851 2.6443 -1.4193 0.058 -0.036 -0.367
H -1.1497 4.0650 -1.4855 0.018 0.269 -0.479
H 4.2928 -4.8813 -1.4352 0.081 -0.005 0.033
H -2.3958 2.4031 -4.0983 -0.024 -0.048 0.112
H 4.7902 -1.3891 0.6810 0.151 -0.047 0.333
```
Forces are in eV/Å.

Largest force on an atom = 0.019 Eh/bohr
LUMO = 2.1 eV
Molar mass = 536.27 g/mol
Charge = -1

Here is what Mulliken gives for the atomic charges, in e: number 1, Ga, carries -0.4558; number 2, P, carries 0.3786; number 3, O, carries -0.3138; number 4, O, carries -0.6314; number 5, O, carries -0.3868; number 6, O, carries -0.4416; number 7, O, carries -0.7308; number 8, O, carries -0.4881; number 9, O, carries -0.5983; number 10, O, carries -0.5333; number 11, O, carries -0.4247; number 12, O, carries -0.5225; number 13, C, carries -0.9068; number 14, C, carries -0.3781; number 15, C, carries -0.4755; number 16, C, carries 0.8980; number 17, C, carries -0.7653; number 18, C, carries -0.4777; number 19, C, carries -0.6960; number 20, C, carries -0.4817; number 21, C, carries -0.2561; number 22, C, carries -1.2305; number 23, C, carries -0.4106; number 24, C, carries -0.3128; number 25, C, carries -0.5742; number 26, C, carries -0.1623; number 27, C, carries -0.9628; number 28, C, carries -0.1658; number 29, C, carries -0.3852; number 30, C, carries -0.7161; number 31, C, carries -0.8058; number 32, H, carries 0.2985; number 33, H, carries 0.2366; number 34, H, carries 0.1786; number 35, H, carries 0.3353; number 36, H, carries 0.3162; number 37, H, carries 0.4117; number 38, H, carries -0.0125; number 39, H, carries 0.2774; number 40, H, carries 0.4129; number 41, H, carries 0.2679; number 42, H, carries 0.1446; number 43, H, carries 0.0051; number 44, H, carries 0.4972; number 45, H, carries 0.3114; number 46, H, carries 0.5853; number 47, H, carries 0.4522; number 48, H, carries 0.3141; number 49, H, carries 0.4101; number 50, H, carries 0.3433; number 51, H, carries -0.0104; number 52, H, carries 0.2416; number 53, H, carries 0.3688; number 54, H, carries 0.3038; number 55, H, carries 0.2902; number 56, H, carries 0.3894; number 57, H, carries 0.1607; number 58, H, carries 0.1780; number 59, H, carries 0.4161; number 60, H, carries 0.2674; number 61, H, carries 0.3049; number 62, H, carries 0.4194; number 63, H, carries 0.4077; number 64, H, carries 0.0387; number 65, H, carries 0.4547; number 66, H, carries 0.2734; number 67, H, carries 0.3463; number 68, H, carries 0.1713; number 69, H, carries 0.2169; number 70, H, carries 0.3033; number 71, H, carries 0.2870; number 72, H, carries 0.3727; number 73, H, carries 0.2726; number 74, H, carries 0.1386; number 75, H, carries 0.2548; number 76, H, carries 0.1461; number 77, H, carries 0.2736; number 78, H, carries 0.3404

(2)
# C34H27AsClN2O5Pd

A molecular structure, C34H27AsClN2O5Pd (ωB97M-V/def2-TZVPD, the OMol25 dataset).

```
71
Properties=species:S:1:pos:R:3:forces:R:3
Pd -1.1152 -0.8148 -0.5582 -0.416 -0.365 1.316
As -0.8094 0.2330 2.3323 0.466 0.564 0.269
Cl 6.9843 -0.7469 -1.4805 0.061 0.014 -0.006
O -1.4446 -1.1162 1.6248 -0.116 -0.252 -0.516
O -4.6564 1.0922 0.6458 -0.068 0.029 0.085
O -2.6229 0.6314 -0.1348 0.399 -0.163 -0.561
O 0.5586 -2.0066 -0.2605 -0.112 0.254 -0.201
O 0.8136 -3.2805 -2.1025 0.067 0.017 0.041
N -4.3022 -0.9657 -0.1588 0.082 -0.029 -0.045
N -3.4310 -2.0079 -0.4586 -0.135 -0.032 0.017
C -1.6979 2.4419 3.9774 0.106 0.025 -0.027
C 5.3214 -1.2738 -1.3998 0.006 -0.002 -0.037
C -2.6376 3.1633 4.6929 0.009 0.058 0.037
C -0.7427 -0.3655 -5.0579 0.046 -0.052 -0.179
C 1.3211 1.1427 0.6558 0.064 -0.031 0.116
C 1.3231 3.1524 -0.6513 0.001 0.000 -0.004
C -2.0658 1.2464 3.3676 -0.037 -0.123 -0.070
C 2.2037 -2.1729 3.8480 0.024 -0.030 -0.006
C -0.5601 2.6526 0.7605 -0.124 0.019 -0.002
C -3.9444 2.7009 4.7828 -0.028 0.013 0.017
C 3.3613 -2.0929 -2.4851 -0.031 -0.029 0.050
C -3.8324 0.3263 0.1369 -0.143 -0.024 0.021
C 0.9897 0.1863 4.6689 -0.002 0.081 -0.013
C 1.9484 1.9788 -0.2549 -0.065 -0.077 0.067
C 2.0044 -0.3745 5.4308 0.000 0.025 0.027
C -3.3716 0.7888 3.4484 -0.029 -0.070 -0.027
C -0.8420 -0.4849 -3.6428 -0.069 0.026 0.552
C -4.3128 1.5222 4.1570 0.010 -0.025 -0.017
C -1.5107 0.5683 -5.7632 0.035 -0.013 0.040
C 0.0769 3.4886 -0.1433 -0.010 0.034 -0.028
C 2.6140 -1.5505 5.0182 0.022 -0.020 0.008
C 2.6821 -2.0921 -1.2724 -0.015 -0.109 -0.063
C -0.5407 -0.1511 -7.8451 0.010 -0.002 -0.053
C 4.6799 -1.6737 -2.5603 0.014 0.014 0.015
C -0.9321 -0.5991 -2.4367 0.083 0.269 -0.506
C 1.1832 -1.6216 3.0865 -0.028 -0.022 -0.104
C 4.6748 -1.2808 -0.1771 0.024 0.023 0.010
C -1.4082 0.6718 -7.1399 -0.017 0.028 -0.043
C 3.3491 -1.6819 -0.1263 -0.021 -0.017 0.019
C 0.0702 1.4849 1.1644 0.102 -0.123 -0.005
C 0.5859 -0.4324 3.4932 -0.124 -0.051 0.039
C 0.2249 -1.0832 -7.1568 0.020 -0.016 -0.037
C 0.1271 -1.1920 -5.7804 -0.032 0.022 0.024
C 1.2229 -2.5224 -1.2401 0.061 0.003 -0.201
H -3.1975 -2.5932 0.3339 -0.074 0.024 0.003
H -1.5608 2.8825 1.1039 0.011 -0.012 -0.003
H 1.7929 0.2083 0.9439 -0.080 0.131 -0.045
H -3.7393 -2.5389 -1.2584 0.024 0.006 0.000
H 2.8316 -2.4250 -3.3673 -0.013 -0.006 -0.017
H -0.4633 -0.0682 -8.9223 0.001 0.000 0.001
H 5.1986 -0.9691 0.7159 0.018 0.008 0.018
H -2.1853 1.2083 -5.2103 -0.008 0.000 0.011
H -0.6895 2.8269 3.8698 -0.016 -0.013 0.003
H 1.8003 3.7990 -1.3763 0.016 0.014 -0.010
H 2.6747 -3.0937 3.5267 -0.004 0.004 -0.001
H -3.6566 -0.1178 2.9307 0.015 0.013 -0.004
H 3.4064 -1.9859 5.6144 0.001 0.002 -0.003
H -2.0113 1.4012 -7.6677 0.002 -0.002 -0.002
H -2.3560 4.0957 5.1657 -0.001 0.002 -0.002
H -5.3384 1.1819 4.1908 -0.019 -0.006 0.004
H -0.4188 4.3915 -0.4751 -0.007 0.005 -0.006
H 2.8224 -1.6830 0.8181 -0.016 -0.026 0.013
H 0.7117 -1.9229 -5.2371 0.004 -0.012 0.016
H 0.5136 1.1001 5.0034 -0.011 -0.004 -0.007
H -5.1683 -1.1774 0.3125 0.021 0.024 0.012
H 0.9022 -1.7333 -7.6981 -0.002 0.003 -0.001
H 2.9072 1.6961 -0.6683 0.030 -0.011 -0.015
H 0.8400 -2.1000 2.1728 0.010 0.002 0.018
H 2.3161 0.1063 6.3492 0.004 0.003 0.008
H 5.2084 -1.6556 -3.5032 0.010 0.007 -0.014
H -4.6816 3.2771 5.3274 -0.007 0.003 0.006
```
Forces are in eV/Å.

Largest force on an atom = 0.028 Eh/bohr
LUMO = 2.4 eV
Molar mass = 760.39 g/mol
Charge = -1

Here is what Mulliken gives for the atomic charges, in e: number 1, Pd, carries 1.0540; number 2, As, carries 2.0650; number 3, Cl, carries -0.2557; number 4, O, carries -0.8522; number 5, O, carries -0.7685; number 6, O, carries -0.5491; number 7, O, carries -0.3560; number 8, O, carries -0.6688; number 9, N, carries -0.1639; number 10, N, carries -0.3613; number 11, C, carries -0.2979; number 12, C, carries 0.4836; number 13, C, carries -0.8337; number 14, C, carries 0.4926; number 15, C, carries 0.1278; number 16, C, carries -0.4989; number 17, C, carries 0.1583; number 18, C, carries -0.3846; number 19, C, carries -0.2119; number 20, C, carries -0.4217; number 21, C, carries -0.4855; number 22, C, carries 0.4337; number 23, C, carries -0.5349; number 24, C, carries -0.5764; number 25, C, carries -0.5954; number 26, C, carries -0.5037; number 27, C, carries 0.1183; number 28, C, carries -0.7101; number 29, C, carries -0.4626; number 30, C, carries -0.8291; number 31, C, carries -0.5826; number 32, C, carries 0.0607; number 33, C, carries -0.4112; number 34, C, carries -0.7573; number 35, C, carries -1.1638; number 36, C, carries -0.5011; number 37, C, carries -0.7402; number 38, C, carries -0.4179; number 39, C, carries 0.3321; number 40, C, carries 0.3220; number 41, C, carries 0.0600; number 42, C, carries -0.4132; number 43, C, carries -0.3563; number 44, C, carries 0.0193; number 45, H, carries 0.2223; number 46, H, carries 0.4714; number 47, H, carries 0.1315; number 48, H, carries 0.2376; number 49, H, carries 0.4068; number 50, H, carries 0.3591; number 51, H, carries 0.4250; number 52, H, carries 0.4564; number 53, H, carries 0.4032; number 54, H, carries 0.3806; number 55, H, carries 0.4406; number 56, H, carries 0.3600; number 57, H, carries 0.3622; number 58, H, carries 0.3500; number 59, H, carries 0.3767; number 60, H, carries 0.3798; number 61, H, carries 0.3678; number 62, H, carries 0.3006; number 63, H, carries 0.4588; number 64, H, carries 0.2691; number 65, H, carries 0.2432; number 66, H, carries 0.3623; number 67, H, carries 0.4545; number 68, H, carries 0.5074; number 69, H, carries 0.4088; number 70, H, carries 0.4254; number 71, H, carries 0.3769

Looking at ΔE to the lowest compared entry with this formula, charge and spin for the records above, in order, we have 8.1 4.2 kcal/mol.